Here is C5H10O in the gas phase from the Open Molecules 2025 dataset. Energies are from wB97M-V/def2-TZVPD.

```
16
Properties=species:S:1:pos:R:3:nbo_charge:R:1
C -1.056 0.671 -0.784 -0.6205
C -0.626 -0.463 0.146 -0.4173
C -1.361 -0.443 1.493 -0.5965
C 0.809 -0.537 0.584 0.3856
O 1.424 0.629 0.276 -0.5879
C 2.291 0.084 -0.744 -0.2802
H -0.546 0.623 -1.755 0.2070
H -0.831 1.647 -0.345 0.2165
H -2.133 0.615 -0.976 0.2115
H -0.815 -1.438 -0.330 0.2274
H -1.179 0.513 1.998 0.2066
H -0.996 -1.246 2.139 0.2299
H -2.435 -0.562 1.340 0.2176
H 3.139 -0.445 -0.304 0.2070
H 1.754 -0.607 -1.418 0.1840
H 2.560 0.961 -1.320 0.2094
```

Properties
ΔE to the lowest compared entry with this formula, charge and spin: 398.7 kJ/mol
E_tot: -271.6008 hartree
Spin multiplicity: 1
Highest occupied orbital energy: -8.019 eV
Lowest unoccupied orbital energy: 0.624 eV

***

Here is C5H10O in the gas phase from the Open Molecules 2025 dataset. Energies are from wB97M-V/def2-TZVPD.

```
16
Properties=species:S:1:pos:R:3:nbo_charge:R:1
O 2.639 -0.612 -0.070 -0.7333
C 1.479 -0.501 0.782 -0.0652
C 0.311 -0.085 -0.119 -0.2644
C -0.982 -0.913 -0.385 -0.3974
C -1.823 0.387 -0.347 -0.4005
C -0.562 1.192 0.053 -0.4024
H 3.022 0.261 -0.235 0.4645
H 1.351 -1.503 1.207 0.1857
H 1.664 0.206 1.605 0.1694
H 0.951 -0.051 -1.003 0.2268
H -1.279 -1.651 0.368 0.2019
H -0.971 -1.417 -1.356 0.2066
H -2.255 0.675 -1.312 0.2022
H -2.628 0.393 0.395 0.2019
H -0.623 1.625 1.059 0.2011
H -0.294 1.994 -0.642 0.2032
```

Properties
ΔE to the lowest compared entry with this formula, charge and spin: 154.4 kJ/mol
E_tot: -271.6938 hartree
Spin multiplicity: 1
SMILES: OCC1CCC1
Highest occupied orbital energy: -10.053 eV
Lowest unoccupied orbital energy: 1.030 eV

***

Here is C5H10O in the gas phase from the Open Molecules 2025 dataset. Energies are from wB97M-V/def2-TZVPD.

```
16
Properties=species:S:1:pos:R:3:nbo_charge:R:1
C -0.660 1.820 -0.377 -0.6076
C -1.013 0.333 -0.332 -0.4229
C 0.133 -0.635 -0.005 0.2072
C 1.538 -0.096 0.171 -0.6323
C -0.176 -1.920 0.634 -0.1087
O 0.070 -1.849 -0.761 -0.4991
H 0.141 2.028 -1.094 0.2045
H -0.345 2.203 0.600 0.2034
H -1.534 2.400 -0.693 0.2155
H -1.402 0.028 -1.311 0.2250
H -1.833 0.181 0.382 0.2062
H 1.814 0.599 -0.628 0.2141
H 1.639 0.426 1.129 0.2145
H 2.240 -0.934 0.151 0.2265
H -1.203 -2.153 0.919 0.1779
H 0.592 -2.433 1.216 0.1759
```

Properties
ΔE to the lowest compared entry with this formula, charge and spin: 119.9 kJ/mol
E_tot: -271.7069 hartree
Spin multiplicity: 1
SMILES: CC[C@@]1(C)CO1
Highest occupied orbital energy: -10.039 eV
Lowest unoccupied orbital energy: 1.028 eV

***

Here is C5H10O in the gas phase from the Open Molecules 2025 dataset. Energies are from wB97M-V/def2-TZVPD.

```
16
Properties=species:S:1:pos:R:3:nbo_charge:R:1
C 0.500 0.641 -1.896 -0.6098
C -0.171 0.789 -0.530 -0.3879
C 0.250 -0.259 0.518 -0.3319
C -0.199 0.122 1.925 -0.6039
C -0.227 -1.660 0.177 0.4475
O -0.669 -2.441 0.989 -0.5216
H 0.228 -0.293 -2.400 0.2022
H 0.213 1.465 -2.560 0.2161
H 1.591 0.660 -1.798 0.2038
H 0.078 1.779 -0.123 0.2089
H -1.264 0.776 -0.643 0.2018
H 1.351 -0.321 0.487 0.2194
H -1.289 0.240 1.952 0.2110
H 0.064 -0.663 2.637 0.2303
H 0.261 1.063 2.244 0.2079
H -0.145 -1.961 -0.890 0.1063
```

Properties
ΔE to the lowest compared entry with this formula, charge and spin: 34.7 kJ/mol
E_tot: -271.7394 hartree
Spin multiplicity: 1
SMILES: CC[C@@H](C)C=O
Highest occupied orbital energy: -9.710 eV
Lowest unoccupied orbital energy: 0.934 eV

***

- Which value of lowest unoccupied orbital energy does entry 4 give?
  0.934 eV